[1]
The following is a quantum chemistry calculation of one molecule with the formula C7H11FN2O3 at a distorted geometry, from the OMol25 dataset.

Atoms and positions in Å:
H -0.650 -1.957 -0.227
H -0.809 0.465 2.136
O -1.818 0.994 0.396
C 1.041 -0.502 0.751
C -2.429 -0.272 0.284
H 1.851 -1.253 -1.070
O -0.812 -1.521 -1.072
H -2.231 -0.259 -1.845
H -2.849 -1.801 -1.148
C 0.966 1.599 -0.468
N 2.405 1.581 -0.684
C -2.120 -0.994 -1.017
H 0.458 1.320 -1.411
O 0.595 -1.323 1.518
F 3.055 -1.683 0.518
H -0.676 2.157 1.544
C -0.706 1.099 1.240
N 0.512 0.743 0.598
C 2.233 -0.796 -0.154
H 0.633 2.619 -0.255
C 2.978 0.459 -0.499
H -3.496 -0.072 0.298
H 4.054 0.320 -0.594
H -2.185 -0.926 1.162

Results
Spin multiplicity: 1
Net charge: 0
Electronic energy: -19276.6798 eV
Structure (SMILES): O=C1[C@H](F)C=NCN1COCCO
E_LUMO: 0.8 eV
Relative energy (zero: lowest compared OMol25 entry of this formula, charge and spin): 0.9 kcal per mole
Highest occupied orbital energy: -9.9 eV
HOMO-LUMO gap: 10.64 eV

***

[2]
The following is a quantum chemistry calculation of C3H4O2 as an isolated structure at a distorted geometry, from the OMol25 dataset.

Atoms and positions in Å:
C 0.268 1.160 0.293
H 0.738 1.632 1.169
H 0.469 1.742 -0.624
O 0.849 -1.118 1.121
C -0.434 -0.985 -0.675
H -1.077 -1.784 -0.308
O -1.082 0.747 0.421
H -0.127 -1.069 -1.729
C 0.405 -0.331 0.307

Results
Spin multiplicity: 1
Net charge: 0
Electronic energy: -7265.9622 eV
E_LUMO (alpha / beta): -1.4 / -1.6 eV
Relative energy (zero: lowest compared OMol25 entry of this formula, charge and spin): 108.9 kcal per mole
Highest occupied orbital energy (alpha / beta): -9.9 / -9.8 eV
HOMO-LUMO gap (alpha / beta): 8.45 / 8.18 eV

***

> Which value of electronic energy does entry 1 give?

-19276.6798 eV